1.
74
Properties=species:S:1:pos:R:3:forces:R:3 method="wB97M-V/def2-TZVPD" charge=+4 multiplicity=2 energy_ev=-46333.823 homo_lumo_gap_ev="7.46 / 6.72" e_above_lowest_ev=0.000 s_squared=0.7564
O 1.758290 -0.033063 0.741627 0.32 -0.19 0.13
H 3.912928 -0.980123 1.001397 0.02 0.02 0.00
H 2.278043 3.225766 -1.610477 0.03 -0.02 0.01
N -1.823294 -0.280178 -1.249180 -0.19 0.11 0.02
C 2.513490 -2.371842 -0.859202 -0.05 0.04 -0.08
C -0.287079 4.254182 -1.334412 0.02 0.01 0.00
C -1.493847 -0.214308 2.277450 0.09 0.03 -0.17
H 2.637599 -1.301482 -0.948832 -0.03 -0.02 -0.03
H -2.422305 -4.257898 -1.583236 0.01 -0.02 0.01
H -0.005981 -0.087907 -3.845280 -0.01 -0.03 -0.05
C -2.424547 3.271800 -1.681414 0.03 0.02 -0.01
C -3.898571 0.623082 -1.954436 -0.01 -0.03 0.00
C -2.312897 -2.318603 3.148475 0.02 0.03 0.02
H 2.929104 -2.713797 0.089946 -0.01 0.00 0.02
C 2.086398 0.197195 -4.355565 0.00 -0.02 -0.03
O -0.096258 1.508512 1.515440 0.04 0.05 -0.15
C -1.430176 -3.880782 -1.380730 -0.02 0.00 0.00
H 1.588518 1.044179 -2.218804 0.00 0.03 0.01
C 1.095870 1.628225 2.311994 0.10 0.00 0.03
H 4.622799 1.862809 3.228900 0.01 -0.01 0.02
N 3.284378 0.534441 2.321222 0.08 0.06 0.05
H -2.171113 -2.679019 4.165418 0.00 -0.01 0.00
C -2.882652 -0.167750 4.275971 0.00 -0.04 -0.05
N 0.030828 -1.996137 -1.000131 0.12 -0.43 0.06
H -3.465820 3.345604 -1.959958 0.00 0.01 0.01
H -3.073597 0.875167 4.043181 0.00 0.01 0.01
H -3.840179 -0.665219 4.412992 0.00 0.00 0.01
O 1.118799 0.205744 -2.112967 0.33 0.11 0.01
C 2.120021 0.651880 1.769151 -0.26 0.01 -0.03
C -3.560465 -1.763714 -1.879139 0.02 0.00 0.00
C -2.597965 0.787107 -1.520650 -0.03 -0.08 -0.05
C -2.266052 -1.534566 -1.449809 0.07 0.02 0.06
H 2.060474 1.966540 -0.376211 -0.04 -0.03 -0.11
H -2.116628 1.778536 1.741113 0.01 -0.01 -0.03
C 1.707738 2.933433 -0.723930 0.02 0.00 0.01
H 0.878830 1.410407 3.358258 -0.02 -0.03 0.00
Re -0.016462 -0.021786 -0.303196 0.18 0.32 -0.06
H -2.030341 5.383876 -1.866216 0.00 0.00 -0.01
H -2.299291 -0.261408 5.190875 -0.01 0.00 0.01
C 0.904159 -4.220122 -1.083261 0.01 -0.02 -0.03
H 2.009235 1.282511 -4.454056 0.00 0.01 0.01
H 1.452473 2.656343 2.241653 0.01 0.00 0.00
C 1.096999 -2.839581 -0.974987 0.03 0.05 0.03
H 1.960571 3.674882 0.035688 -0.02 0.04 -0.04
C -1.294545 1.286084 2.265208 -0.09 -0.06 0.06
H -1.215805 1.719405 3.259492 0.03 0.02 -0.01
H -3.924217 -2.766374 -2.051759 0.00 0.00 -0.01
H -1.568653 -2.756499 2.493246 -0.01 0.00 0.00
H -5.399339 -0.825770 -2.458838 0.00 0.00 0.00
N -2.176349 -0.849268 3.167790 -0.04 -0.01 0.07
C 0.239921 3.000077 -1.034485 0.04 -0.02 0.07
H 1.989914 -0.214317 -5.361592 0.00 0.00 0.00
C -4.383665 -0.670702 -2.116693 -0.04 0.01 -0.01
H -4.527516 1.470537 -2.185463 0.00 0.01 0.00
H 2.957506 2.044712 3.795435 0.00 0.01 0.01
H -3.318647 -2.575021 2.818443 0.00 0.00 0.00
C 3.712245 1.327250 3.492129 -0.02 -0.03 -0.07
H 3.095031 -2.863018 -1.641372 0.00 0.00 0.00
C -1.214263 -2.538125 -1.243618 -0.06 0.10 -0.03
C -0.346301 -4.754272 -1.271286 0.00 0.00 0.01
H 3.921444 0.648373 4.316939 0.01 0.00 0.00
C 0.988252 -0.364850 -3.498233 -0.13 -0.02 0.13
H 4.604494 -1.052030 2.641560 0.01 0.00 0.00
C 4.308642 -0.398344 1.822783 -0.01 0.00 -0.01
H 3.073398 -0.076045 -3.981451 -0.01 0.01 0.00
O -0.911121 -0.821363 1.290447 -0.30 -0.28 0.28
H 1.774956 -4.860740 -1.032545 0.00 0.01 -0.02
C -1.867351 2.051032 -1.389860 0.03 -0.01 -0.01
H 0.375438 5.110137 -1.317764 0.01 -0.01 0.00
H 1.056985 -1.441820 -3.378475 0.01 -0.01 0.01
H 5.174655 0.174679 1.494703 0.00 0.01 0.01
H -0.486473 -5.824085 -1.361453 0.00 0.00 0.00
N -0.550351 1.900337 -1.035545 -0.26 0.34 -0.07
C -1.620310 4.407106 -1.642393 -0.03 -0.02 -0.01



2.
19
Properties=species:S:1:pos:R:3:forces:R:3 method="wB97M-V/def2-TZVPD" charge=+2 energy_ev=-9814.358 homo_lumo_gap_ev=10.42 e_above_lowest_ev=3.585
N -0.823490 0.955445 0.319555 -4.53 0.74 0.94
H 1.684375 -0.395045 -1.497539 -0.46 -0.35 0.95
C -1.329054 -0.242977 0.034526 -0.68 -2.74 0.19
N -2.573289 -0.695607 0.241674 1.32 -0.04 -0.56
C 1.152088 -0.579731 -0.534669 -2.47 2.85 0.28
H 0.302601 3.402707 0.213092 0.23 -0.76 -0.50
H -1.564008 1.580495 0.491076 -0.98 1.76 0.97
H -0.584887 -1.020301 -1.685397 0.02 0.33 0.28
H -0.409626 -2.095005 -0.519993 -0.09 -2.75 1.16
H 1.521408 -2.064715 0.883629 0.26 -0.04 0.16
H -3.494409 -0.282413 0.532081 1.59 0.26 -0.14
H 2.896975 -0.910651 0.564283 -0.11 -0.53 0.18
H -2.678714 -1.684449 -0.033052 -0.07 0.61 0.21
C 0.310907 1.369935 -0.119332 4.32 -3.78 -1.84
C -0.286386 -1.083394 -0.608873 -0.17 1.97 -3.14
H 1.704974 2.622827 -0.369255 2.07 0.57 -0.77
H 1.602679 -0.394693 1.588472 -0.23 -0.77 -0.69
N 0.752448 2.551015 -0.190409 -1.68 1.52 1.41
C 1.815400 -1.033450 0.690132 1.66 1.12 0.92



3.
12
Properties=species:S:1:pos:R:3:forces:R:3 method="wB97M-V/def2-TZVPD" charge=+1 multiplicity=7 energy_ev=-33595.922 homo_lumo_gap_ev="5.65 / 5.88" e_above_lowest_ev=0.000 s_squared=12.0591
C 1.837231 0.075008 -0.888803 -0.57 -2.96 3.85
O 1.939021 1.247135 0.100098 2.03 -0.78 -2.54
C 0.141993 -1.115546 0.585183 -1.75 0.27 2.40
O -1.354166 0.706309 0.075346 -1.10 1.07 -0.74
H 2.343297 1.981323 -0.364810 0.45 0.29 -0.49
H -1.959614 -1.258475 0.258562 0.51 0.11 -0.11
H 0.100216 -2.141102 0.967368 0.19 0.46 -0.32
Li -2.581738 1.736128 -0.620709 -0.12 -0.20 -0.12
H -1.044833 -0.863234 -1.241957 -0.12 0.11 0.21
O 1.416552 -0.951458 -0.053260 2.04 2.72 -5.31
C -1.109164 -0.679298 -0.149415 0.74 -1.35 -0.58
Dy 0.271209 1.263214 1.332393 -2.31 0.25 3.78



4.
23
Properties=species:S:1:pos:R:3:forces:R:3 method="wB97M-V/def2-TZVPD" energy_ev=-12022.102 smiles="C=CCCN.O.O.O" homo_lumo_gap_ev=9.14 e_above_lowest_ev=2.116
O 1.035790 1.961740 -2.228041 0.01 1.49 -0.46
C 1.263906 0.813772 1.036187 0.18 -1.35 0.43
H -0.256284 -0.755222 1.204247 1.10 -0.29 0.90
H -1.457937 0.154441 -0.238677 -0.01 -1.57 -0.93
O -0.390992 -2.991859 -0.430199 3.58 0.23 2.47
H -1.259926 1.691408 -0.574034 -0.30 -0.94 2.11
H 0.685713 1.231617 -2.716703 -0.32 -0.89 -0.19
H 1.648015 -0.944271 -0.006581 -0.08 -0.04 -0.47
H -1.377778 -1.703996 -2.410274 0.41 1.67 -0.40
H -1.271407 -3.076747 -0.156819 -2.26 -0.24 0.53
C 0.106729 0.132097 1.765215 -0.70 1.55 -0.28
H -2.067378 0.686494 2.139067 1.39 -0.03 -0.09
H 0.326542 0.065720 2.861987 -0.27 -0.55 -0.95
H 1.564675 1.820969 1.419049 -0.33 -0.84 -0.78
C 1.908919 0.096255 0.102446 -0.26 1.01 1.38
H 0.102696 -2.906378 0.480842 -1.26 -0.30 -2.72
N -1.666718 1.024914 0.162356 0.65 1.59 -0.67
C -1.144850 0.989215 1.557786 -1.77 3.17 -0.28
H 2.745271 0.496348 -0.425892 0.56 0.00 -0.34
H -0.996133 2.111949 1.798485 0.04 -1.77 0.13
H -0.215616 -1.551239 -1.683273 1.81 -0.62 1.51
O -0.715352 -0.978335 -2.223074 -2.24 -0.75 -1.39
H 1.432117 1.631100 -1.434096 0.04 -0.52 0.50



5.
69
Properties=species:S:1:pos:R:3:forces:R:3 method="wB97M-V/def2-TZVPD" charge=-1 multiplicity=5 energy_ev=-98826.110 homo_lumo_gap_ev="7.02 / 6.92" s_squared=6.0147
H 2.191213 -7.832981 1.659286 0.00 0.00 0.00
H -1.685494 5.608924 -0.216698 0.00 0.01 0.00
C -7.441005 0.249364 -0.742026 -0.01 -0.02 0.00
H -0.224905 7.608426 -0.063048 -0.01 0.00 0.00
C -6.992453 -1.072791 -0.621669 0.01 0.03 0.00
H -0.726724 -1.413305 1.775950 -0.01 -0.01 0.01
O -0.466783 1.881544 -0.612455 0.08 0.11 -0.04
O 1.891033 2.937504 -1.021062 0.02 -0.09 -0.05
C 1.757406 -7.293269 0.822536 0.00 -0.03 -0.02
S 1.068287 -8.163245 -2.953167 -0.02 -0.02 0.01
O -3.417438 -0.678822 -0.475046 -0.04 0.05 0.02
H -8.496698 0.470637 -0.814851 -0.01 0.00 0.00
C -4.675082 -0.338452 -0.560244 0.04 -0.06 -0.01
H 0.279706 -3.884454 -2.311808 0.01 0.01 -0.01
C -0.362101 -2.044722 -1.398273 -0.14 0.09 -0.02
C 3.693826 3.525320 3.527943 0.00 0.00 0.00
Cr -1.835819 0.432664 -0.508133 0.09 -0.31 0.03
C 0.014686 -3.265824 0.986252 0.04 -0.01 0.02
C -0.469137 -1.977504 0.887774 -0.05 0.10 -0.01
C 1.331768 -5.980611 0.976701 -0.01 0.03 0.02
H 3.180959 5.094440 -0.787957 0.01 -0.01 0.00
H -7.709909 -1.883921 -0.600594 -0.01 -0.01 0.00
C 2.735921 2.608013 3.131979 -0.01 0.01 0.01
H 1.581887 0.175770 2.364274 0.02 0.00 0.02
H 1.204731 2.236471 -0.994855 0.00 0.02 0.01
C 0.088251 -3.346142 -1.393810 0.11 -0.01 0.09
N -2.284753 3.296331 -0.677696 0.01 -0.01 -0.04
C -4.248902 2.138424 -0.708814 0.09 0.08 -0.01
C 4.091439 1.968482 1.250532 0.00 -0.01 0.01
C 5.051735 2.892862 1.654727 0.01 0.00 -0.01
H 0.980576 1.368360 1.197431 0.00 -0.02 0.00
C -5.652599 -1.357955 -0.531522 0.01 -0.01 0.00
H -0.512012 -1.515677 -2.331645 -0.01 -0.03 -0.02
H 1.823618 2.497321 3.706437 -0.01 0.00 0.00
O 2.473723 -8.232392 -3.311463 0.03 0.00 0.00
H -5.297728 -2.376299 -0.441966 -0.01 -0.01 0.00
C -0.093575 4.249635 -0.585794 -0.02 0.02 -0.03
H 5.255760 0.649054 -0.001022 -0.01 0.00 0.01
C 1.868033 0.846990 1.555620 -0.08 -0.03 0.01
Te 2.711866 -0.291172 -0.048695 0.06 -0.03 0.06
C 0.200346 6.632927 -0.256375 -0.02 -0.01 0.00
H 5.958560 3.002752 1.071333 0.01 0.00 0.00
O 0.263243 -7.303139 -3.794703 0.00 0.02 -0.01
H 4.205509 1.782582 -0.880717 0.02 0.00 0.00
C 0.802294 -5.381949 -0.152591 -0.01 -0.02 -0.04
N -0.659754 -1.359790 -0.282580 0.00 0.04 -0.13
N 1.667992 -7.950493 -0.319669 0.00 0.02 0.00
C 2.115427 5.235510 -0.662797 0.01 0.02 0.01
C 4.290323 1.151597 0.002003 0.03 0.00 -0.07
H 2.229848 7.340033 -0.343107 0.00 0.01 0.00
C -5.129636 1.000918 -0.680930 -0.08 0.01 0.01
H -6.832431 2.289323 -0.858952 0.00 0.00 0.00
H -4.694189 3.130790 -0.771285 -0.01 -0.01 -0.01
C 1.145864 -7.282999 -1.355746 0.02 -0.03 0.02
C -6.510742 1.257544 -0.767714 0.02 0.03 0.00
C 1.575538 6.480250 -0.414809 0.01 -0.02 -0.01
C 1.291458 4.113384 -0.755475 -0.02 0.04 0.02
H 0.141178 -3.705847 1.965114 0.00 0.00 0.00
C 4.858978 3.667811 2.785556 0.00 0.00 0.00
N 0.717125 -6.028415 -1.312239 -0.01 0.03 0.02
H 5.614961 4.380913 3.088362 0.00 0.00 0.00
C -0.615146 5.522797 -0.341637 0.00 0.01 0.01
H 1.433362 -5.468928 1.922966 0.00 0.00 0.00
N -2.964621 2.081281 -0.661266 -0.16 0.02 0.03
C 0.300263 -3.980868 -0.171853 -0.02 0.02 -0.02
H 3.533483 4.127718 4.412630 0.00 0.01 0.01
O 0.455543 -9.428569 -2.602018 0.00 0.00 0.00
C -1.003642 3.081847 -0.641291 0.00 -0.04 0.10
C 2.925593 1.824049 1.996652 -0.01 0.00 -0.01



6.
16
Properties=species:S:1:pos:R:3:forces:R:3 method="wB97M-V/def2-TZVPD" energy_ev=-27995.124 homo_lumo_gap_ev=2.96 e_above_lowest_ev=6.995
H -1.913250 2.668160 1.126035 0.11 0.05 -0.23
H -0.904573 -2.338710 -1.399662 1.10 1.70 0.28
H -0.600157 2.088428 0.461035 -0.14 0.31 -0.19
H 1.168760 -0.346007 -0.045582 -0.92 -0.86 0.09
H 0.263355 -1.485310 -2.491384 -0.53 0.20 1.90
H -0.835791 -0.468606 -1.482131 0.69 -0.70 0.73
H 1.074702 2.911288 -1.741959 0.28 0.19 -0.04
H -0.090831 0.710222 2.232767 -0.30 0.31 -0.18
C -0.213979 -1.399238 -1.430258 0.44 -1.94 -1.89
O -1.147405 2.105075 1.260642 -0.15 -0.05 0.78
S 0.574489 -2.412208 1.175542 0.15 -0.04 -1.99
H 1.957836 -1.700764 -0.534277 -0.14 -0.92 -1.09
O -0.379319 -0.137541 2.573920 0.21 -0.71 0.19
C 0.925836 -1.411616 -0.326135 -0.50 1.76 1.18
S 0.109646 2.068947 -1.386887 -0.07 -0.41 -0.49
H 0.010679 -0.852121 2.008334 -0.24 1.11 0.96



What did the fourth record say?
23
Properties=species:S:1:pos:R:3:forces:R:3 method="wB97M-V/def2-TZVPD" energy_ev=-12022.102 smiles="C=CCCN.O.O.O" homo_lumo_gap_ev=9.14 e_above_lowest_ev=2.116
O 1.035790 1.961740 -2.228041 0.01 1.49 -0.46
C 1.263906 0.813772 1.036187 0.18 -1.35 0.43
H -0.256284 -0.755222 1.204247 1.10 -0.29 0.90
H -1.457937 0.154441 -0.238677 -0.01 -1.57 -0.93
O -0.390992 -2.991859 -0.430199 3.58 0.23 2.47
H -1.259926 1.691408 -0.574034 -0.30 -0.94 2.11
H 0.685713 1.231617 -2.716703 -0.32 -0.89 -0.19
H 1.648015 -0.944271 -0.006581 -0.08 -0.04 -0.47
H -1.377778 -1.703996 -2.410274 0.41 1.67 -0.40
H -1.271407 -3.076747 -0.156819 -2.26 -0.24 0.53
C 0.106729 0.132097 1.765215 -0.70 1.55 -0.28
H -2.067378 0.686494 2.139067 1.39 -0.03 -0.09
H 0.326542 0.065720 2.861987 -0.27 -0.55 -0.95
H 1.564675 1.820969 1.419049 -0.33 -0.84 -0.78
C 1.908919 0.096255 0.102446 -0.26 1.01 1.38
H 0.102696 -2.906378 0.480842 -1.26 -0.30 -2.72
N -1.666718 1.024914 0.162356 0.65 1.59 -0.67
C -1.144850 0.989215 1.557786 -1.77 3.17 -0.28
H 2.745271 0.496348 -0.425892 0.56 0.00 -0.34
H -0.996133 2.111949 1.798485 0.04 -1.77 0.13
H -0.215616 -1.551239 -1.683273 1.81 -0.62 1.51
O -0.715352 -0.978335 -2.223074 -2.24 -0.75 -1.39
H 1.432117 1.631100 -1.434096 0.04 -0.52 0.50